1.
C6H5NO2 | wB97M-V/def2-TZVPD

Positions of all 14 atoms, in Å:
C: -0.199790 -0.717755 0.036731
C: -0.427431 0.076018 1.213261
C: 0.237664 -0.363845 -1.190461
C: 0.320877 1.087390 1.703227
C: 0.463255 0.980118 -1.701469
C: 1.515728 1.532683 1.156806
N: 2.535223 1.735949 0.639239
O: 3.588921 2.002403 0.166560
O: 0.304214 2.017638 -1.098069
H: -0.475729 -1.759968 0.167491
H: -1.270528 -0.249719 1.811169
H: 0.354502 -1.149276 -1.926591
H: 0.017338 1.577500 2.620423
H: 0.786404 0.985545 -2.762032

Force components x, y, z for each atom (eV/Å):
C 0.2 -0.1 -0.7
C 0.1 0.6 0.5
C -0.2 -0.5 0.6
C -1.2 -0.6 0.4
C 0.1 0.4 -0.3
C 1.6 0.2 -0.8
N -1.6 -0.2 1.1
O 1.1 0.2 -0.7
O -0.1 -0.1 -0.2
H 0.1 -0.1 -0.1
H 0.0 0.1 0.1
H 0.0 0.0 0.0
H -0.1 -0.1 0.0
H 0.0 0.2 0.1

Properties
Gap between HOMO and LUMO = 8.06 eV
2S+1 = 1
Lowest unoccupied orbital energy = -0.88 eV
Energy = -436.7169 Eh

---

2.
C6H5NO5S2 | wB97M-V/def2-TZVPD

Positions of all 19 atoms, in Å:
C: -1.220350 1.602029 0.724783
C: 0.093883 2.805528 -1.148418
C: -0.651706 3.639627 -0.416082
C: -0.314553 0.876471 -0.047881
C: -1.266609 3.019954 0.830178
C: -0.199521 -0.630918 0.098803
N: 2.243184 -4.713357 -0.814898
O: -0.766454 4.903115 -0.630486
O: 1.841256 -3.050667 1.042201
O: -1.989117 3.689700 1.640875
O: 0.481613 -5.094983 1.092896
O: 0.284146 1.468664 -1.071235
S: -0.732671 -1.439098 -1.436186
S: 1.233109 -4.115642 0.270924
H: -1.634970 0.999857 1.588008
H: 0.682262 3.178800 -2.073333
H: -0.811967 -0.724161 1.074664
H: 0.906961 -0.847476 0.230222
H: 1.821504 -5.567444 -0.955035

Force components x, y, z for each atom (eV/Å):
C 1.2 -2.2 2.2
C 2.7 0.5 -4.2
C -0.9 2.5 2.3
C -1.9 0.5 -0.1
C -2.4 1.8 -0.8
C 0.8 1.5 0.8
N -0.8 3.2 1.7
O 0.1 -0.8 -0.2
O -0.6 0.2 -0.7
O 1.9 -1.6 -1.1
O 0.1 1.0 -1.6
O 0.0 -1.0 1.3
S 0.2 -1.2 0.9
S 2.1 -1.0 1.1
H 0.1 0.8 -1.0
H -1.2 -0.4 1.7
H 1.1 -1.0 -1.6
H -1.4 -0.1 0.3
H -1.1 -2.9 -1.0

Properties
Gap between HOMO and LUMO (alpha / beta) = 3.65 / 3.65 eV
2S+1 = 1
Lowest unoccupied orbital energy (alpha / beta) = 3.20 / 3.20 eV
Charge = -2
Energy = -1458.8372 Eh

---

3.
C6H5P | wB97M-V/def2-TZVPD

Positions of all 12 atoms, in Å:
C: 0.272150 0.678805 -1.090827
C: 1.459854 0.448183 2.110567
C: 1.281053 1.535892 -0.639008
C: -0.209442 -0.335379 -0.299321
C: -0.257990 -0.578349 1.026373
C: -1.282224 -1.214081 0.189046
P: 2.081926 1.506683 1.014084
H: -0.231609 0.787201 -2.098825
H: 1.803752 -0.184103 2.913724
H: 1.768714 2.395721 -1.190082
H: -2.365082 -0.807946 0.063224
H: -1.117178 -2.321957 0.193354

Force components x, y, z for each atom (eV/Å):
C 1.3 2.0 -1.8
C -3.0 -1.7 -2.5
C -0.5 0.0 0.5
C -0.1 -0.6 3.4
C 4.1 2.7 0.3
C -2.6 -1.2 -0.7
P 0.2 -0.1 -0.8
H 1.1 0.1 1.0
H -0.3 0.3 0.2
H -1.1 -1.3 0.3
H 1.6 -1.1 0.7
H -0.8 0.8 -0.6

Properties
Gap between HOMO and LUMO (alpha / beta) = 7.67 / 7.67 eV
2S+1 = 1
Lowest unoccupied orbital energy (alpha / beta) = -0.64 / -0.64 eV
Energy = -572.6821 Eh

---

4.
C6H5P | wB97M-V/def2-TZVPD

Positions of all 12 atoms, in Å:
C: 1.210195 -0.385501 -3.358111
C: 1.057296 0.110230 -1.948787
C: 0.639335 0.127697 -0.231828
C: -0.028089 0.197421 0.771687
C: -0.331655 0.571012 2.096885
C: -1.275670 -0.167532 2.654276
P: -2.026442 -1.239585 3.599943
H: 1.490989 0.331338 -4.004079
H: 0.822870 -1.298766 -3.658619
H: 1.552038 1.195871 -1.859306
H: 0.242075 1.434738 2.468798
H: -3.352941 -0.876925 3.469141

Force components x, y, z for each atom (eV/Å):
C -2.2 0.3 9.3
C 2.0 3.1 -0.7
C 0.2 -2.1 -6.3
C 1.4 0.7 -0.4
C -0.8 -0.5 -0.1
C 0.6 1.2 0.9
P 0.6 -1.0 0.5
H 1.2 2.3 -2.0
H -0.5 -1.6 -0.5
H -1.1 -2.4 -0.7
H -0.7 -0.5 0.3
H -0.8 0.5 -0.3

Properties
Gap between HOMO and LUMO = 8.74 eV
2S+1 = 1
Lowest unoccupied orbital energy = -0.05 eV
Energy = -572.6819 Eh

---

5.
C6H6 | wB97M-V/def2-TZVPD

Positions of all 12 atoms, in Å:
C: -1.409578 1.322472 -1.141201
C: -0.252434 1.628273 -1.009305
C: 1.166799 1.511100 -0.615300
C: 1.150165 0.149709 -0.043234
C: 0.557210 -0.853942 0.263816
C: -0.174165 -2.055219 0.634802
H: -2.404168 0.941627 -1.200650
H: 1.854014 1.607245 -1.463358
H: 1.454294 2.265553 0.125635
H: -0.914178 -1.845178 1.415495
H: -0.705170 -2.486099 -0.222353
H: 0.536180 -2.790652 1.012343

Force components x, y, z for each atom (eV/Å):
C 0.4 0.4 -0.1
C -0.6 -0.1 -0.1
C 0.0 0.0 0.0
C -0.4 -0.4 0.1
C 0.6 0.2 0.1
C 0.0 -0.2 0.1
H 0.0 0.3 -0.1
H -0.2 0.0 0.1
H -0.1 -0.1 -0.1
H 0.2 0.0 -0.1
H 0.2 0.1 0.1
H -0.2 -0.2 0.0

Properties
Gap between HOMO and LUMO = 10.05 eV
2S+1 = 1
Lowest unoccupied orbital energy = 0.95 eV
Energy = -232.0691 Eh

---

6.
C6H6 | wB97M-V/def2-TZVPD

Positions of all 12 atoms, in Å:
C: 1.803114 0.819994 0.778907
C: 2.167918 -0.111699 1.571076
C: -0.096582 0.124531 -0.007842
C: -1.007035 -0.513451 -0.706580
C: 0.835614 1.337664 -0.195865
C: 0.662031 -0.720664 1.250443
H: -1.371819 -1.443604 -0.276641
H: -1.635889 -0.221998 -1.461786
H: 0.567769 2.335629 0.275909
H: 1.210020 1.400954 -1.182865
H: 0.959619 -1.626771 0.904362
H: 0.005479 -0.745553 2.022154

Force components x, y, z for each atom (eV/Å):
C 0.6 -2.8 1.4
C -0.9 2.0 -1.0
C 2.2 -1.0 1.8
C 0.0 -0.7 2.1
C -0.6 1.2 1.8
C 0.6 3.7 -3.3
H 0.3 -0.2 0.1
H -0.8 1.3 -2.1
H -0.6 -1.0 -1.3
H 0.3 0.4 -1.0
H 0.3 -2.8 -1.0
H -1.4 0.0 2.7

Properties
Gap between HOMO and LUMO = 9.95 eV
2S+1 = 1
Lowest unoccupied orbital energy = 0.51 eV
Energy = -231.9914 Eh

---

7.
C6H6 | wB97M-V/def2-TZVPD

Positions of all 12 atoms, in Å:
C: -2.504456 -2.148177 -0.835550
C: -2.100097 -1.013837 -0.900972
C: -1.431534 0.179113 -0.734844
C: -0.624413 0.892242 -0.184284
C: 0.486724 0.936440 0.771024
C: 1.821964 0.658528 0.084843
H: -2.835873 -3.156631 -0.757085
H: 0.505224 1.826422 1.400692
H: 0.234776 0.084659 1.417326
H: 2.578783 0.408221 0.833916
H: 1.717694 -0.190863 -0.599306
H: 2.151208 1.523882 -0.495759

Force components x, y, z for each atom (eV/Å):
C 0.0 0.4 -0.2
C -0.3 -0.4 -0.1
C 0.3 0.2 0.2
C -0.4 -0.8 -0.1
C 0.1 0.1 0.1
C 0.1 0.0 0.0
H -0.1 0.1 -0.1
H 0.1 0.1 -0.2
H 0.2 0.2 0.1
H 0.0 0.1 -0.1
H 0.0 0.2 0.2
H 0.0 -0.1 0.1

Properties
Gap between HOMO and LUMO = 9.93 eV
2S+1 = 1
Lowest unoccupied orbital energy = 0.75 eV
Energy = -232.0681 Eh

---

8.
C6H6 | wB97M-V/def2-TZVPD

Positions of all 12 atoms, in Å:
C: -2.590644 -0.422757 1.260730
C: -1.460939 -0.025223 1.133546
C: -0.096379 0.465035 0.881403
C: 0.137678 0.432263 -0.600511
C: 1.186548 -0.121173 -1.261758
C: 2.368461 -0.553105 -0.575152
H: -3.590388 -0.778624 1.388991
H: 0.657901 -0.142227 1.388359
H: -0.012567 1.494064 1.255750
H: 1.022600 -0.213804 -2.332800
H: -0.678446 0.840426 -1.199145
H: 3.056176 -0.974876 -1.339412

Force components x, y, z for each atom (eV/Å):
C 0.5 0.2 0.0
C -0.5 -0.2 0.1
C 0.1 0.0 0.0
C 0.0 -0.1 0.0
C -0.1 -0.1 0.1
C -0.3 -0.1 -0.1
H 0.2 0.1 0.0
H -0.1 0.1 -0.1
H 0.0 -0.1 -0.1
H 0.3 0.2 -0.2
H 0.0 -0.1 0.1
H -0.1 0.2 0.2

Properties
Gap between HOMO and LUMO (alpha / beta) = 7.42 / 7.42 eV
2S+1 = 1
Lowest unoccupied orbital energy (alpha / beta) = -1.06 / -1.06 eV
Energy = -231.9948 Eh

---

9.
C6H6 | wB97M-V/def2-TZVPD

Positions of all 12 atoms, in Å:
C: 1.018293 -2.559819 0.062421
C: 0.702131 -1.137450 -0.018376
C: 0.412173 0.035632 -0.074990
C: 0.249518 1.442656 -0.041570
C: -0.924201 2.137965 -0.048131
C: -2.173802 1.450722 -0.202481
H: 0.137678 -3.172531 -0.148396
H: 1.807470 -2.822966 -0.648387
H: 1.376896 -2.808465 1.066762
H: 1.182270 2.004741 0.040375
H: -0.814850 3.215226 0.091714
H: -2.973575 2.214289 -0.078942

Force components x, y, z for each atom (eV/Å):
C 0.0 0.0 0.0
C -0.1 0.5 0.0
C 0.2 -0.4 0.0
C 0.0 -0.1 0.0
C -0.1 -0.3 0.0
C 0.2 0.5 0.1
H 0.1 0.1 0.0
H -0.1 0.1 0.1
H -0.1 0.1 -0.1
H -0.1 -0.1 0.0
H -0.1 0.0 -0.1
H 0.1 -0.3 0.0

Properties
Gap between HOMO and LUMO (alpha / beta) = 7.16 / 7.08 eV
2S+1 = 1
Lowest unoccupied orbital energy (alpha / beta) = -1.12 / -1.11 eV
Energy = -232.0064 Eh

---

10.
C6H6BrClN3 | wB97M-V/def2-TZVPD

Positions of all 17 atoms, in Å:
C: 1.190560 1.214751 2.357782
C: -2.355796 -0.248405 -0.729882
C: -1.363874 -1.212096 -0.830992
C: -0.453927 0.610345 0.027216
C: 1.095325 -1.219136 -0.357694
C: 0.852057 2.476973 1.912575
N: 1.558930 0.266664 2.925724
N: -0.220652 -0.644893 -0.304282
N: -1.761273 0.881941 -0.198693
Cl: -1.286618 -2.789145 -1.486169
Br: -0.308838 3.561574 2.773137
H: -3.341448 -0.432876 -0.911575
H: 1.707648 -1.200213 0.620402
H: 1.045614 -2.236868 -0.696299
H: 1.591135 -0.650629 -1.115949
H: 1.139193 2.875219 1.059085
H: -2.330583 1.621066 0.051520

Force components x, y, z for each atom (eV/Å):
C 1.1 -1.4 1.6
C 3.2 -1.9 0.0
C -1.0 0.8 0.1
C -0.1 2.6 1.5
C 1.7 -0.1 1.2
C -3.2 -1.6 2.2
N -0.4 0.9 -0.7
N -0.4 0.3 0.1
N 1.2 -3.5 -0.9
Cl -0.6 0.4 0.2
Br 0.2 -0.3 0.3
H -2.5 0.2 -0.6
H -1.4 0.2 -1.4
H -0.1 -0.4 0.0
H 0.8 0.2 -0.3
H 2.1 1.5 -3.9
H -0.5 2.1 0.7

Properties
Gap between HOMO and LUMO = 5.26 eV
2S+1 = 1
Lowest unoccupied orbital energy = -7.49 eV
Charge = +1
Energy = -3430.2723 Eh

---

Number 1: maximum force 0.0385 Eh/bohr. Number 2: maximum force 0.0972 Eh/bohr. Number 3: maximum force 0.0956 Eh/bohr. Number 4: maximum force 0.1862 Eh/bohr. Number 5: maximum force 0.0127 Eh/bohr. Number 6: maximum force 0.0968 Eh/bohr. Number 7: maximum force 0.0175 Eh/bohr. Number 8: maximum force 0.0098 Eh/bohr. Number 9: maximum force 0.0109 Eh/bohr. Number 10: maximum force 0.0915 Eh/bohr.